C22H35BrO2P2Pb | ωB97M-V/def2-TZVPD

Last column: natural (NBO) charge in e.
Geometry (Å):
P (0.271, -1.880, -4.276)  0.794
P (0.105, 1.305, -4.164)  0.790
C (-0.121, -0.958, -5.851)  -0.703
C (0.373, 0.489, -5.823)  -0.703
H (-1.212, -0.999, -5.969)  0.222
H (0.332, -1.513, -6.682)  0.220
H (1.452, 0.541, -6.022)  0.222
H (-0.142, 1.095, -6.579)  0.220
C (-1.487, 2.162, -4.528)  -0.937
H (-1.696, 2.855, -3.703)  0.234
H (-2.291, 1.418, -4.572)  0.229
H (-1.436, 2.717, -5.474)  0.214
C (1.235, 2.736, -4.388)  -0.939
H (1.048, 3.263, -5.333)  0.215
H (2.266, 2.364, -4.366)  0.229
H (1.089, 3.421, -3.545)  0.234
C (-0.870, -3.301, -4.509)  -0.939
H (-0.659, -4.039, -3.726)  0.233
H (-0.753, -3.762, -5.498)  0.215
H (-1.896, -2.938, -4.385)  0.229
C (1.833, -2.701, -4.813)  -0.937
H (2.629, -1.950, -4.868)  0.229
H (1.712, -3.192, -5.788)  0.214
H (2.103, -3.444, -4.054)  0.232
Pb (0.049, -0.402, 2.683)  1.279
C (0.747, 1.137, 0.736)  -0.219
C (-0.617, 1.054, 0.649)  -0.246
C (-1.378, 0.238, -0.358)  -0.455
C (-1.770, -1.224, -0.027)  -0.462
C (-0.737, -2.100, 0.621)  -0.198
C (0.594, -2.005, 0.411)  -0.210
C (1.275, -1.087, -0.566)  -0.466
C (1.694, 0.340, -0.111)  -0.460
C (0.181, -2.173, 3.985)  -1.202
H (1.216, 1.905, 1.372)  0.239
H (-1.240, 1.717, 1.265)  0.231
H (-0.880, 0.262, -1.327)  0.230
H (-2.324, 0.772, -0.498)  0.223
H (-2.644, -1.201, 0.631)  0.219
H (-2.143, -1.677, -0.960)  0.232
H (-1.135, -2.840, 1.326)  0.227
H (1.276, -2.637, 0.987)  0.217
H (0.697, -1.001, -1.489)  0.243
H (2.218, -1.574, -0.843)  0.221
H (2.658, 0.290, 0.405)  0.214
H (1.915, 0.907, -1.025)  0.237
H (0.928, -1.895, 4.727)  0.220
H (0.466, -3.075, 3.451)  0.210
H (-0.808, -2.273, 4.431)  0.231
Br (2.090, 2.728, 5.367)  0.104
C (0.702, 2.227, 6.564)  -0.035
C (0.909, 2.619, 7.872)  -0.250
C (-0.043, 2.315, 8.867)  -0.191
C (-1.227, 1.610, 8.560)  -0.211
C (-1.453, 1.199, 7.250)  -0.171
C (-0.517, 1.528, 6.264)  -0.190
C (-0.765, 1.072, 4.878)  0.759
O (-1.734, 0.342, 4.493)  -0.702
O (0.236, 1.368, 4.103)  -0.800
H (1.834, 3.169, 8.104)  0.230
H (0.169, 2.655, 9.881)  0.218
H (-1.984, 1.373, 9.343)  0.219
H (-2.344, 0.645, 6.898)  0.249

Cartesian forces, eV/Å:
P -0.05 -0.36 -0.29
P 0.00 0.39 -0.21
C 0.02 -0.21 0.24
C 0.00 0.18 0.26
H 0.17 0.08 -0.02
H -0.24 0.09 -0.01
H -0.17 -0.08 0.00
H 0.23 -0.09 -0.03
C 0.01 -0.05 0.12
H -0.08 -0.11 -0.20
H 0.04 0.21 -0.02
H -0.08 -0.10 0.21
C -0.02 0.01 0.00
H 0.11 -0.03 0.18
H -0.11 0.19 -0.01
H 0.11 -0.03 -0.20
C 0.02 -0.01 -0.02
H -0.13 0.05 -0.19
H -0.10 0.01 0.19
H 0.11 -0.19 -0.03
C 0.00 0.05 0.13
H -0.04 -0.21 -0.03
H 0.10 0.08 0.21
H 0.07 0.12 -0.20
Pb -0.24 -0.58 1.48
C -0.81 1.21 -1.48
C 0.61 1.32 -0.98
C -0.34 -0.07 -0.29
C -0.43 0.21 -0.01
C 0.79 -0.23 -0.61
C -0.54 -0.32 0.04
C 0.31 0.21 -0.40
C 0.29 -0.17 0.07
C 0.03 -0.93 0.91
H -0.41 -0.46 -0.12
H 0.46 -0.25 -0.07
H 0.11 0.07 0.05
H 0.01 -0.09 -0.15
H 0.06 -0.02 0.06
H 0.17 -0.01 0.17
H 0.34 0.16 -0.20
H -0.35 -0.01 -0.05
H 0.03 -0.12 0.15
H -0.17 0.00 -0.14
H -0.09 -0.09 0.11
H -0.08 -0.01 0.01
H -0.01 -0.29 0.28
H 0.10 -0.11 0.03
H 0.11 -0.13 0.18
Br 0.24 0.26 0.47
C -1.35 -0.46 0.35
C -0.13 0.03 0.74
C -0.16 -0.12 -0.49
C -0.01 0.06 0.67
C 0.34 0.38 -0.35
C 0.52 0.33 0.08
C 0.51 -0.93 -1.49
O 1.27 1.33 0.93
O -1.75 -0.33 0.27
H -0.63 -0.34 0.08
H -0.20 -0.17 -0.20
H 0.84 0.28 -0.62
H 0.59 0.39 0.46

## Properties
LUMO (alpha / beta): -0.0050 / -0.0109 Eh
highest occupied orbital energy (alpha / beta): -5.894 / -5.817 eV
energy above the lowest of the compared OMol25 structures with the same formula, charge and spin: 252.9 kJ/mol
charge: 0


C22H35Cl2NO2Pb | ωB97M-V/def2-TZVPD

Last column: natural (NBO) charge in e.
Geometry (Å):
C (-0.374, -2.894, -3.050)  -0.143
C (1.033, -3.062, -2.860)  0.163
C (1.690, -1.894, -3.340)  -0.059
C (1.710, -4.245, -2.302)  -0.691
C (0.694, -1.015, -3.862)  0.020
C (-0.574, -1.633, -3.699)  0.044
C (-1.850, -1.078, -4.164)  -0.652
C (-1.395, -3.861, -2.610)  -0.632
C (3.144, -1.653, -3.274)  -0.652
C (0.901, 0.336, -4.406)  -0.671
Pb (-2.296, 0.787, -0.347)  1.372
Cl (1.693, -2.222, 0.385)  -0.939
Cl (-2.825, -1.504, 0.786)  -0.746
O (-0.289, 1.274, -1.725)  -1.146
H (0.959, -4.986, -2.010)  0.205
H (2.261, -3.963, -1.392)  0.292
H (2.404, -4.685, -3.043)  0.189
H (3.490, -1.786, -2.241)  0.242
H (3.367, -0.627, -3.584)  0.199
H (3.694, -2.349, -3.928)  0.173
H (1.968, 0.531, -4.554)  0.195
H (0.497, 1.040, -3.660)  0.277
H (0.356, 0.462, -5.355)  0.186
H (-1.957, -0.042, -3.847)  0.254
H (-2.688, -1.614, -3.726)  0.215
H (-1.938, -1.126, -5.257)  0.181
H (-1.280, -4.053, -1.537)  0.231
H (-1.284, -4.810, -3.152)  0.177
H (-2.396, -3.460, -2.779)  0.207
H (-0.189, 2.194, -1.942)  0.433
O (-3.457, 0.240, -1.975)  -1.223
H (-3.985, -0.533, -1.694)  0.461
C (-0.878, 3.729, 5.692)  -0.616
C (-0.987, 2.535, 4.794)  -0.066
C (-1.944, 1.558, 5.076)  -0.229
C (-2.075, 0.421, 4.264)  -0.021
C (-3.095, -0.637, 4.559)  -0.639
C (-1.204, 0.263, 3.198)  -0.179
C (-0.298, 1.308, 2.774)  0.109
C (-0.153, 2.403, 3.695)  -0.202
N (0.238, 1.212, 1.569)  -0.251
C (1.508, 1.788, 1.091)  0.049
C (1.304, 3.238, 0.728)  -0.598
C (2.641, 1.629, 2.076)  -0.617
C (1.782, 1.062, -0.211)  -0.763
H (-1.825, 4.274, 5.769)  0.202
H (-0.583, 3.456, 6.710)  0.201
H (-0.134, 4.432, 5.318)  0.205
H (-2.601, 1.673, 5.938)  0.182
H (-2.743, -1.380, 5.283)  0.204
H (-4.009, -0.209, 4.970)  0.192
H (-3.355, -1.175, 3.643)  0.255
H (-1.247, -0.638, 2.579)  0.268
H (0.596, 3.167, 3.510)  0.192
H (0.936, 3.814, 1.577)  0.177
H (2.257, 3.632, 0.377)  0.199
H (0.580, 3.312, -0.086)  0.217
H (2.814, 0.575, 2.301)  0.241
H (3.550, 2.034, 1.627)  0.198
H (2.430, 2.155, 3.009)  0.173
H (1.913, -0.026, -0.028)  0.276
H (0.818, 1.153, -0.956)  0.334
H (2.679, 1.471, -0.699)  0.148

Cartesian forces, eV/Å:
C -0.07 2.12 -1.17
C -0.43 0.74 -0.29
C -1.64 1.59 -1.17
C 0.02 -0.35 0.15
C 3.05 -1.47 0.83
C -0.41 -3.19 1.47
C -0.40 0.20 -0.04
C -0.17 -0.23 0.19
C 0.37 0.05 0.14
C -0.01 0.37 -0.08
Pb 1.41 1.06 0.47
Cl 0.15 -0.57 0.31
Cl -0.26 -0.40 -0.09
O -2.76 -0.61 -0.80
H 0.23 -0.09 -0.05
H -0.07 0.01 -0.20
H -0.16 0.07 0.24
H 0.08 0.05 -0.12
H 0.15 -0.17 0.06
H 0.10 0.12 0.12
H -0.19 0.11 -0.11
H 0.10 -0.05 -0.31
H 0.16 0.10 0.11
H -0.04 0.08 -0.06
H -0.08 0.01 -0.09
H 0.02 0.03 -0.08
H -0.16 -0.07 -0.10
H -0.22 -0.07 0.11
H -0.02 -0.17 0.04
H -0.24 0.76 -0.13
O -1.19 -0.74 -0.54
H 0.40 0.45 -0.25
C 0.08 0.37 0.27
C 0.03 -0.23 -0.06
C -0.17 -0.20 -0.28
C 0.75 0.16 0.24
C -0.19 -0.36 -0.04
C -0.03 0.41 -0.85
C -0.49 -0.01 1.79
C 0.03 -0.26 -0.21
N 0.43 -0.44 -0.67
C -0.55 -0.62 -0.54
C -0.41 0.63 0.08
C 0.11 -0.09 0.53
C -0.14 -0.79 -0.63
H 0.01 -0.09 -0.04
H -0.03 -0.06 -0.06
H 0.06 0.04 -0.03
H 0.04 0.07 -0.12
H 0.12 0.09 -0.04
H -0.05 0.12 0.02
H 0.04 0.05 0.05
H -0.01 0.41 0.14
H -0.21 -0.03 -0.06
H 0.09 0.33 0.00
H 0.02 0.15 0.01
H 0.01 0.03 0.11
H -0.07 -0.02 -0.08
H 0.03 0.02 0.04
H 0.20 0.07 0.18
H 0.14 0.75 -0.10
H 2.30 -0.27 1.67
H 0.12 0.04 0.11

## Properties
LUMO (alpha / beta): 0.1626 / 0.1535 Eh
highest occupied orbital energy (alpha / beta): -1.026 / -1.118 eV
energy above the lowest of the compared OMol25 structures with the same formula, charge and spin: 104.0 kJ/mol
charge: -2


C22H35F16O5P2S | ωB97M-V/def2-TZVPD

Last column: Mulliken charge in e.
Geometry (Å):
C (-1.178, -7.871, -2.071)  -1.222
C (-1.459, -6.284, -2.158)  0.161
C (-3.011, -6.121, -2.510)  -0.994
C (-3.659, -4.739, -2.038)  -0.316
C (-4.071, -3.912, -3.374)  -1.654
P (-4.715, -2.150, -2.995)  -0.161
C (-6.490, -2.655, -3.526)  -0.835
C (-7.176, -3.519, -2.366)  0.065
O (-7.745, -3.032, -1.377)  -0.541
C (-3.054, -1.541, -2.250)  -1.476
C (-1.727, -2.118, -2.877)  0.585
O (-0.624, -1.157, -2.600)  -0.358
C (0.454, -1.867, -2.006)  0.765
O (0.480, -2.193, -0.813)  -0.671
C (1.716, -2.257, -2.911)  -0.585
C (1.442, -3.559, -3.785)  -0.870
P (-4.233, -1.364, -5.025)  0.150
S (-4.486, -2.616, -6.503)  -0.487
H (-0.076, -8.034, -1.867)  0.347
H (-1.845, -8.329, -1.275)  0.315
H (-1.511, -8.319, -3.064)  0.280
H (-1.243, -5.805, -1.152)  0.273
H (-0.869, -5.819, -3.010)  -0.032
H (-3.610, -6.996, -2.070)  0.275
H (-3.139, -6.224, -3.642)  0.401
H (-3.025, -4.132, -1.324)  0.362
H (-4.654, -4.968, -1.523)  0.368
H (-4.976, -4.495, -3.773)  0.587
H (-3.291, -3.991, -4.192)  0.558
H (-5.255, -0.816, -2.698)  0.115
H (-5.054, -2.635, -1.651)  0.148
H (-6.587, -3.163, -4.532)  0.396
H (-7.132, -1.704, -3.583)  0.491
H (-7.071, -4.657, -2.486)  0.272
H (-3.084, -1.676, -1.112)  0.214
H (-3.030, -0.401, -2.401)  0.533
H (-1.422, -3.076, -2.329)  0.049
H (-1.751, -2.375, -3.976)  0.028
H (2.670, -2.346, -2.294)  0.320
H (1.879, -1.363, -3.610)  0.297
H (2.340, -3.827, -4.436)  0.377
H (0.567, -3.384, -4.498)  0.201
H (1.185, -4.463, -3.137)  0.155
H (-5.082, -0.220, -5.296)  0.107
H (-2.886, -0.863, -5.114)  -0.002
C (2.049, 1.829, 3.371)  -0.831
C (3.586, 1.713, 3.254)  0.936
C (4.275, 2.656, 2.261)  0.738
F (3.846, 2.499, 0.998)  -0.201
F (5.614, 2.420, 2.239)  -0.304
F (3.908, 0.422, 3.008)  -0.280
F (4.097, 1.997, 4.491)  -0.314
O (1.240, 0.906, 2.623)  -0.396
C (0.974, 1.194, 1.265)  0.619
C (1.635, 0.199, 0.303)  0.482
F (2.970, 0.107, 0.502)  -0.275
F (1.458, 0.587, -0.983)  -0.289
F (1.299, 2.479, 1.012)  -0.289
F (-0.364, 1.118, 1.123)  -0.287
H (1.815, 1.587, 4.411)  0.422
H (1.704, 2.857, 3.242)  0.409
H (4.126, 3.695, 2.544)  -0.356
H (1.211, -0.799, 0.426)  0.246
C (5.384, 8.017, 5.481)  -0.713
C (4.305, 8.938, 6.094)  0.886
C (3.370, 8.308, 7.133)  0.089
F (2.665, 7.271, 6.652)  -0.189
F (2.459, 9.221, 7.556)  -0.280
F (3.606, 9.518, 5.093)  -0.269
F (4.969, 9.953, 6.723)  -0.329
O (5.112, 7.409, 4.206)  -0.400
C (4.346, 6.225, 4.177)  0.850
C (2.976, 6.413, 3.512)  0.176
F (2.264, 7.401, 4.083)  -0.213
F (2.236, 5.281, 3.622)  -0.234
F (4.270, 5.716, 5.419)  -0.301
F (5.065, 5.334, 3.457)  -0.334
H (6.241, 8.664, 5.277)  0.393
H (5.758, 7.285, 6.201)  0.322
H (3.930, 7.965, 8.005)  0.274
H (3.090, 6.653, 2.452)  0.253

Cartesian forces, eV/Å:
C -0.18 1.15 -0.42
C -1.21 -1.19 -0.10
C 0.04 0.03 0.20
C -0.97 -0.08 -1.32
C -0.20 -1.56 0.13
P -0.31 -0.95 3.26
C -3.09 0.00 0.06
C 0.20 1.45 0.01
O 1.14 -1.27 -2.32
C 1.50 1.11 -0.31
C -0.42 -0.80 1.49
O 2.00 -1.94 0.48
C 0.75 -0.46 1.16
O -0.69 0.77 -2.81
C -0.45 1.00 -0.83
C -0.28 -0.10 -0.16
P 0.08 0.75 -1.38
S -0.01 -0.66 -0.95
H -1.33 -0.22 -0.25
H 1.02 0.56 -0.78
H 0.71 0.38 1.20
H -0.08 -0.41 -1.33
H -0.43 -0.46 1.28
H 0.95 1.16 -0.38
H 0.19 0.16 1.48
H -0.56 -0.81 -0.79
H 1.48 0.40 -0.43
H 1.42 0.74 0.29
H -0.66 0.08 1.02
H 0.08 -0.01 -0.06
H -0.06 0.24 -0.11
H 0.22 0.29 1.14
H 0.93 -1.17 0.12
H -0.13 1.05 0.27
H 0.20 -0.05 -1.60
H 0.08 -1.50 0.06
H -0.67 1.07 -0.83
H -0.03 0.68 1.12
H -1.57 -0.05 -0.47
H -0.24 -1.27 0.81
H -1.09 0.45 0.99
H 1.11 -0.19 1.00
H 0.40 1.27 -0.78
H 0.71 -0.23 0.50
H -0.66 0.33 0.20
C -0.72 -0.05 0.36
C -0.52 -0.87 -0.11
C 0.51 0.31 -0.12
F -0.18 -0.15 -0.06
F -0.05 -0.12 0.33
F 0.14 0.21 -0.13
F -0.02 0.41 -0.15
O 0.86 0.37 -0.97
C -0.36 0.57 1.39
C 0.05 -0.67 -0.17
F 0.04 0.20 0.19
F -0.19 0.29 0.20
F 0.08 -0.04 -0.40
F 0.28 -0.31 -0.19
H 0.18 -0.16 -0.14
H 0.23 -0.06 -0.25
H -0.15 -0.14 0.13
H -0.17 0.23 0.13
C 0.73 -0.09 -0.26
C 0.05 0.06 -0.96
C -0.41 0.20 0.68
F 0.09 -0.10 -0.25
F 0.28 0.20 -0.13
F -0.14 -0.15 0.20
F 0.00 -0.33 0.30
O -1.25 -0.41 0.48
C 1.61 0.76 0.83
C -0.57 0.25 -0.50
F 0.27 -0.01 0.10
F 0.36 -0.20 0.09
F -0.45 -0.23 -0.18
F -0.29 0.25 -0.21
H -0.26 0.07 -0.09
H -0.34 -0.02 0.01
H 0.19 0.05 -0.04
H 0.22 -0.09 0.04

## Properties
LUMO: 0.0534 Eh
highest occupied orbital energy: -4.144 eV
charge: -1


Computed DFT total energy (eV) in order:
-121340.1446, -59258.8615, -106508.2239